# C44H119N13O14

A 11-piece molecular cluster, C44H119N13O14 overall in a non-equilibrium geometry (ωB97M-V/def2-TZVPD, the OMol25 dataset).

Output
* DFT total energy: -95585.5905 eV
* total charge: 0
* SMILES: COC[C@H](C)N.COC[C@H](C)N.COC[C@H](C)N.COC[C@H](C)N.COC[C@H](C)N.COC[C@H](C)N.COCCNCCOC.COCCNCCOC.COCCNCCOC.NC(N)=O.NC(N)=O
* highest occupied orbital energy: -8.48 eV
* relative energy (zero: lowest compared OMol25 entry of this formula, charge and spin): 359.2 kJ/mol

CARTESIAN COORDINATES (ANGSTROEM)
C -0.1953 -0.2905 0.5230
O -0.4542 -0.3760 1.6906
N 0.8193 0.3312 -0.0009
N -0.9411 -0.8848 -0.4037
H 0.8641 0.3147 -1.0097
H 1.4868 0.7630 0.6221
H -0.7793 -0.6487 -1.3723
H -1.8404 -1.2120 -0.0809
C -3.7276 -3.0280 0.9747
O -3.6794 -2.0173 0.2785
N -4.3682 -4.0824 0.6426
N -3.3314 -3.1033 2.2051
H -4.4276 -4.8696 1.2725
H -4.7402 -4.2255 -0.2855
H -3.4572 -3.9895 2.6731
H -2.9746 -2.2825 2.6732
C 6.1090 3.3093 -1.3726
O 5.8235 2.2420 -0.4249
C 4.9652 2.6841 0.6498
C 4.4731 1.4975 1.5475
N 4.0092 0.5016 0.6088
C 3.8891 -0.8198 1.2237
C 3.5898 -1.8761 0.0973
O 4.7385 -2.0974 -0.6903
C 4.6881 -3.1460 -1.6505
H 5.2463 3.9137 -1.6530
H 6.5436 2.9193 -2.2930
H 6.8175 4.0198 -0.9469
H 4.1376 3.3477 0.3992
H 5.5818 3.3196 1.2855
H 3.6734 1.8803 2.1815
H 5.3564 1.1468 2.0813
H 4.7429 0.4608 -0.0842
H 3.1491 -0.7811 2.0231
H 4.9034 -0.9953 1.5818
H 2.7339 -1.5333 -0.4840
H 3.3456 -2.8376 0.5489
H 4.5492 -4.1339 -1.2114
H 5.6256 -3.1778 -2.2057
H 3.9610 -3.1008 -2.4612
C -1.4972 6.4248 6.5018
O -2.5802 5.5517 6.1952
C -3.0764 5.8041 4.8752
C -4.4336 5.1833 4.5634
N -4.3714 3.7646 4.5006
C -5.6688 3.1974 4.2136
C -5.4914 1.6863 4.0567
O -4.8595 1.4081 2.7915
C -4.0202 0.2873 2.9599
H -1.6912 7.4882 6.6422
H -0.6977 6.3898 5.7617
H -1.0363 5.9348 7.3595
H -2.3261 5.7006 4.0914
H -3.3622 6.8542 4.8136
H -4.6556 5.5081 3.5469
H -5.2068 5.5205 5.2538
H -3.7749 3.4140 3.7648
H -6.0430 3.6338 3.2875
H -6.3339 3.5020 5.0216
H -6.4571 1.1808 4.0517
H -4.9206 1.3414 4.9189
H -3.5351 0.0401 2.0156
H -4.5276 -0.6708 3.0733
H -3.1746 0.3806 3.6413
C 4.9727 -7.9286 -3.7890
O 4.1277 -6.9208 -3.2204
C 2.7455 -7.2938 -3.0354
C 1.8176 -6.0897 -2.5974
N 0.5445 -6.6256 -2.1036
C -0.4020 -5.4587 -2.0420
C -0.1473 -4.5210 -0.8656
O 0.0713 -5.1851 0.3790
C 0.3539 -4.2072 1.4408
H 6.0387 -7.7280 -3.8969
H 4.6137 -8.1632 -4.7911
H 4.7469 -8.8734 -3.2946
H 2.6863 -7.9702 -2.1828
H 2.2854 -7.8483 -3.8534
H 1.7004 -5.4353 -3.4611
H 2.3768 -5.5073 -1.8653
H 0.5653 -7.0923 -1.2082
H -1.4487 -5.7108 -2.2124
H -0.1799 -4.9106 -2.9577
H -1.0255 -3.9054 -0.6709
H 0.7057 -3.8846 -1.1014
H 1.4071 -3.9294 1.3969
H 0.1714 -4.6546 2.4178
H -0.2625 -3.3110 1.3705
C 2.3560 2.1492 -2.7157
C 2.1671 0.7849 -3.4103
C 3.4145 -0.0577 -3.2196
O 4.4007 0.4256 -4.0514
C 5.6038 -0.2200 -3.8633
N 0.9066 0.1545 -2.9705
H 1.4637 2.7703 -2.7943
H 3.2020 2.6354 -3.2014
H 2.5892 2.0854 -1.6529
H 1.9903 0.9202 -4.4773
H 3.1366 -1.0744 -3.4974
H 3.7158 0.0323 -2.1759
H 6.0087 -0.1979 -2.8515
H 6.3216 0.2244 -4.5528
H 5.4969 -1.2574 -4.1804
H 0.7518 -0.5700 -3.6570
H 0.1854 0.8013 -3.2560
C -3.6936 2.3375 -4.8081
C -2.1396 2.3906 -4.6901
C -1.6988 3.8402 -4.9814
O -1.9889 4.4108 -6.2859
C -1.1635 3.8730 -7.3727
N -1.7322 1.9209 -3.3473
H -4.0554 2.9329 -5.6463
H -4.2373 2.5884 -3.8973
H -3.9207 1.2927 -5.0202
H -1.6614 1.8034 -5.4741
H -0.6354 3.7410 -4.7634
H -2.1238 4.4969 -4.2223
H -0.1588 3.5999 -7.0503
H -1.2529 4.5493 -8.2228
H -1.5193 2.9159 -7.7543
H -2.1646 1.0222 -3.1876
H -2.1731 2.4489 -2.6077
C -0.8132 -3.1031 5.8189
C -0.3915 -1.8860 4.9964
C 1.1792 -1.9429 4.6607
O 1.4976 -3.2857 4.1513
C 2.8184 -3.4918 3.7658
N -1.2273 -1.8595 3.7787
H -1.7936 -3.4056 5.4508
H -0.8498 -2.8898 6.8872
H -0.1700 -3.9798 5.7422
H -0.6593 -0.9707 5.5241
H 1.6790 -1.8156 5.6210
H 1.4350 -1.1658 3.9404
H 2.9352 -4.4389 3.2390
H 3.5349 -3.4174 4.5838
H 3.2581 -2.7625 3.0854
H -0.9338 -1.0243 3.2925
H -0.8008 -2.5898 3.2266
C -0.6346 2.3958 4.9091
C 0.6547 3.0318 4.5157
C 1.6882 2.0324 3.8480
O 2.0588 1.1037 4.9100
C 3.3842 0.6010 4.9783
N 0.2055 4.1364 3.6606
H -1.2940 3.0599 5.4680
H -0.3131 1.6727 5.6587
H -1.1841 1.7267 4.2470
H 1.1532 3.5078 5.3600
H 2.4752 2.7713 3.6970
H 1.4530 1.5812 2.8841
H 3.6183 -0.1655 4.2395
H 3.4620 0.2027 5.9899
H 4.0947 1.3788 4.6984
H -0.3719 4.5798 4.3606
H -0.4903 3.7628 3.0310
C 0.1010 -2.6557 -5.1806
C -1.3861 -2.5769 -5.7053
C -2.0832 -1.1837 -5.3757
O -1.9904 -0.8002 -4.0319
C -2.9212 -1.5499 -3.2026
N -1.2800 -2.6150 -7.1330
H 0.6605 -1.8484 -5.6531
H 0.5455 -3.6313 -5.3774
H 0.0761 -2.5317 -4.0980
H -2.0598 -3.3722 -5.3863
H -3.0935 -1.2206 -5.7834
H -1.6616 -0.3544 -5.9437
H -2.9960 -1.1712 -2.1833
H -2.6679 -2.6089 -3.1541
H -3.9583 -1.4842 -3.5315
H -2.2267 -2.6981 -7.4749
H -0.9015 -1.7075 -7.3636
C -0.8795 3.7802 0.4405
C -2.3177 3.4312 0.9292
C -3.0356 2.5475 -0.1318
O -3.4836 3.1297 -1.3959
C -4.3476 4.2108 -1.2640
N -2.2620 2.6675 2.1623
H -0.3144 4.3780 1.1556
H -1.1261 4.4625 -0.3731
H -0.1573 3.0583 0.0593
H -2.9573 4.3054 1.0505
H -3.9243 2.1117 0.3247
H -2.4092 1.6918 -0.3838
H -3.9113 5.1128 -0.8349
H -5.1088 3.9381 -0.5330
H -4.9298 4.4186 -2.1618
H -1.5491 1.9775 1.9735
H -3.1230 2.1548 2.2887